Record 1
The following is a quantum chemistry calculation of C22H15IN4O6RuS4Te as an isolated structure in a non-equilibrium geometry, from the Open Molecules 2025 dataset.

Structure (XYZ):
```
54
C22H15IN4O6RuS4Te ωB97M-V with the def2-TZVPD basis set
H 2.22150 -4.80670 -1.09620
C -0.34560 -2.67720 0.66390
H 6.73500 -0.24500 2.10100
C 7.26440 -0.73910 0.08030
Te 2.80440 1.07690 -1.25160
C 1.70170 -2.89290 -0.31230
C 0.23100 -4.77970 -0.25370
H 0.00300 -5.81270 -0.47760
H 4.53750 0.61780 1.51220
C 6.84340 -0.74030 -1.24100
C -0.99410 2.27690 -3.09990
C 6.42400 -0.24750 1.06360
H 8.24380 -1.11860 0.34410
H -0.98350 3.12640 -5.05710
N -3.52170 2.88910 -5.71600
C -0.23600 3.12790 0.94610
C -2.95770 2.46550 -4.52660
H 2.63920 -2.40680 -0.56280
C -0.69590 -3.98240 0.41930
H 7.49670 -1.12140 -2.01690
H 0.47690 4.78140 -0.04600
C -3.75170 1.73540 -3.60440
C 5.59210 -0.25110 -1.57030
C -3.21240 1.31760 -2.43280
N -0.53990 2.01820 0.97040
N 0.80250 -2.11390 0.30350
N 0.30210 2.48080 -2.81300
Ru 0.25250 0.25480 -0.06890
C -1.58310 2.65910 -4.29200
H -1.89410 2.41790 -1.15860
C -3.64520 0.25630 -1.55290
O -4.74540 -0.19480 -1.33180
H 5.26010 -0.24270 -2.60130
C 5.17420 0.24000 0.72650
H -0.72040 5.12530 1.24150
C 0.12920 4.50970 0.94980
O 1.18230 2.84740 -3.62700
O -4.73190 2.69110 -5.92200
H 0.94920 4.64540 1.65710
C -1.82260 1.69350 -1.99770
H -1.65490 -4.36940 0.72810
S -0.26880 -0.63870 -2.29400
C 2.34280 1.94570 1.98020
O -2.80950 3.47300 -6.54930
C 1.46220 -4.21770 -0.60220
O -2.51880 -0.26960 -0.93920
C 4.73860 0.25640 -0.59460
O 0.66820 2.30480 -1.55810
I -1.57880 -1.40040 1.84730
H -4.75220 1.45260 -3.89100
S 2.94290 2.70120 0.47160
S 2.44910 2.92160 3.30900
C -1.36170 0.36210 -1.40750
S 1.82190 0.34760 2.00970
```

The spin multiplicity is 5. The calculation puts the HOMO energy (alpha / beta) at -0.0053 / -0.0549 Ha. Its total energy is -3771.0112 Eh. The lowest unoccupied orbital energy (alpha / beta) is 3.71 / 3.67 eV. As for the total charge: -2. Its HOMO-LUMO gap (alpha / beta) is 3.85 / 5.17 eV. The value obtained for the relative energy (zero: lowest compared OMol25 entry of this formula, charge and spin) is 134.2 kJ/mol.


Record 2
The following is a quantum chemistry calculation of a 2-piece molecular cluster, C22H15N2O2 overall in a non-equilibrium geometry, from the Open Molecules 2025 dataset.

Structure (XYZ):
```
41
C22H15N2O2 ωB97M-V with the def2-TZVPD basis set
C -2.94084 -0.18248 1.80181
H -2.83664 4.21439 -3.84527
H -0.57645 4.19595 -2.71559
H -0.13161 -2.76526 1.11203
H 0.75585 0.97337 1.04819
C -2.18021 -2.47469 1.69392
H -4.24854 -1.90441 1.99619
H 5.67396 -1.93191 2.11065
N 1.69923 -0.34184 -1.46238
C -0.69495 2.10384 -2.28668
C -1.18796 3.29974 -2.80405
H 1.43532 -2.68800 2.13127
C -2.71767 0.92067 -2.94213
H -3.27913 -0.01137 -2.95503
N 2.66877 -0.94890 -1.44589
C 4.65119 -1.56098 2.04479
C 3.57192 -2.45447 2.08223
H 2.91455 1.32813 1.54692
C -1.64026 0.25545 1.61359
C 2.25931 -1.99658 1.98224
H -3.74909 0.54440 1.89312
C -0.69706 -0.19824 -1.78486
C -3.20028 2.10667 -3.49613
O -1.00315 -1.38785 -1.73909
C 0.62017 1.80238 -1.67462
H -4.17215 2.12121 -3.98438
H 3.75642 -3.52639 2.17736
C 4.39648 -0.18706 1.91288
C -3.22495 -1.55545 1.85374
H -1.42004 1.32383 1.58633
C -0.88564 -2.04285 1.41953
O 1.60365 2.52625 -1.54288
H -2.38344 -3.54564 1.74007
C 0.55426 0.38050 -1.27458
H 5.22529 0.52151 1.94257
C -2.44159 3.29268 -3.42096
C 3.10618 0.26442 1.69908
C 1.99663 -0.63860 1.64203
C 0.74031 -0.10235 1.25277
C -0.56055 -0.66076 1.44711
C -1.45731 0.93069 -2.35592
```

The calculation puts the HOMO energy at -0.4555 Ha. Its total energy is -1107.0228 Eh. The lowest unoccupied orbital energy is -5.58 eV. As for the total charge: +1. Its HOMO-LUMO gap is 6.81 eV.


Record 3
The following is a quantum chemistry calculation of C22H16IN2O5Pt as an isolated structure in a non-equilibrium geometry, from the Open Molecules 2025 dataset.

Structure (XYZ):
```
47
C22H16IN2O5Pt ωB97M-V with the def2-TZVPD basis set
C 2.64692 3.54751 -1.20640
C 0.18836 -3.95781 -1.01298
C 2.33587 4.55378 -2.10761
C -2.16039 -3.45824 -2.45092
H 2.99206 5.40533 -2.22766
H 0.35943 -5.69086 -2.20469
C -1.40733 -4.57470 -2.74075
I 0.67236 5.97282 -4.19889
C -0.24658 -4.81402 -2.01114
H -1.70514 -5.25559 -3.52694
H -0.56523 3.27282 -3.31482
H -3.51942 -1.33027 -1.77450
O -0.18843 -1.98776 0.26192
Pt -0.57200 -0.00758 0.17161
H -6.24104 4.37489 -1.21074
C 0.33567 3.35675 -2.72201
C -2.70222 1.66958 0.12489
H 0.01323 1.50394 -1.71701
H -3.07038 -3.24516 -2.99969
O 1.34200 -4.34543 -0.39798
O 1.31791 0.69287 0.58004
H 2.78718 -4.18844 0.97633
C -2.60132 -1.42116 -1.19996
C 1.80771 2.45152 -1.02561
N -2.35857 -0.46441 -0.37597
H 1.23606 -3.48280 1.50210
C 1.17151 4.45243 -2.85411
H -2.21169 3.83038 1.59095
C 2.21429 1.42745 0.03403
C 1.92577 -3.59692 0.66926
O 3.39632 1.41048 0.35651
C -3.51882 2.91557 0.17716
O -1.48679 1.75626 0.55888
H 3.55309 3.59226 -0.61741
H -3.51008 5.94847 1.68576
C 0.66282 2.36429 -1.80672
C -0.55093 -2.78701 -0.71716
H -4.95757 2.25181 -1.25358
H -5.52094 6.22031 0.27071
N -3.28546 0.59014 -0.33341
H 2.24843 -2.61066 0.34223
C -4.96169 5.29317 0.24801
C -4.65148 3.06955 -0.61573
C -1.75101 -2.57689 -1.44468
C -3.83245 5.14097 1.04053
C -5.36740 4.25609 -0.58200
C -3.10784 3.95910 0.99934
```

The calculation puts the HOMO energy at -0.1813 Ha. Its total energy is -1750.7686 Eh. The lowest unoccupied orbital energy is 2.21 eV. As for the total charge: -1. Its HOMO-LUMO gap is 7.15 eV.


Record 4
The following is a quantum chemistry calculation of C22H16IN4O5RhS as an isolated structure, from the Open Molecules 2025 dataset.

Structure (XYZ):
```
50
C22H16IN4O5RhS ωB97M-V with the def2-TZVPD basis set
C 5.69208 -0.55370 -0.45005
H -1.01086 0.18658 8.46058
C 3.39470 -2.23331 -0.24820
H -1.53408 2.77424 0.38494
C 0.34949 0.98396 7.02993
C 0.27729 0.39162 3.23008
N 0.03507 -2.20606 -0.00412
C -1.15961 -0.39774 5.09490
H 6.56206 0.08370 -0.52845
C 1.81066 3.66330 0.07346
C -0.04557 -4.43447 0.81144
H -0.22977 -5.97214 -0.68019
H 0.13761 -2.63863 2.00421
H -2.34942 -1.02756 6.77697
C 4.41093 -0.03484 -0.29771
N 0.35939 1.88353 0.16463
H 6.76812 -2.38110 -0.61671
C -0.73402 0.24245 7.41672
C -0.07799 -2.66925 -1.25171
C -0.46551 2.88866 0.28083
C 0.04763 -3.07338 1.01877
O -0.37148 -0.21987 2.37609
H -0.03143 -5.10778 1.65602
H 2.71178 4.24967 -0.00437
H 2.53533 -2.88306 -0.17194
H 1.67825 1.51665 3.77500
C 1.66686 2.31544 0.04521
S 0.28552 4.40660 0.26079
C -0.15544 -4.91006 -0.48814
Rh 0.13922 -0.16956 0.15300
O 1.70232 1.74530 5.27194
O -2.31439 -0.25709 0.21127
H 4.79294 -3.82524 -0.44292
N 2.17020 -0.01174 -0.06122
H -0.26370 -4.34707 -2.57127
N 3.95434 1.27472 -0.21919
I -0.10795 -1.18029 -2.70630
C 2.62010 1.22918 -0.08014
C -0.17442 -4.01380 -1.54759
H 0.96033 1.53214 7.73454
O 1.30430 1.12251 2.90316
H 4.52142 2.10542 -0.26338
C -1.49290 -0.44715 6.46237
H -1.75880 -0.93587 4.37218
C 4.66226 -2.75271 -0.39864
O -3.10456 0.29572 0.92046
C -0.08458 0.32959 4.66879
C 5.79434 -1.92681 -0.49821
C 0.71918 1.06347 5.63774
C 3.27646 -0.84420 -0.19690
```

The spin multiplicity is 5. The calculation puts the HOMO energy (alpha / beta) at -0.5149 / -0.5144 Ha. Its total energy is -2249.0293 Eh. The lowest unoccupied orbital energy (alpha / beta) is -5.67 / -7.80 eV. As for the total charge: +2. Its HOMO-LUMO gap (alpha / beta) is 8.34 / 6.20 eV. The value obtained for the relative energy (zero: lowest compared OMol25 entry of this formula, charge and spin) is 0.0 kJ/mol.


Record 5
The following is a quantum chemistry calculation of C22H16MgN2O2S2 as an isolated structure in a non-equilibrium geometry, from the Open Molecules 2025 dataset.

Structure (XYZ):
```
45
C22H16MgN2O2S2 ωB97M-V with the def2-TZVPD basis set
N 0.24039 -0.55741 1.94497
O -0.46267 -1.93506 -0.68013
C -7.41277 -1.85928 -2.68607
C -0.95603 -1.10955 2.26923
H -4.40566 -0.54595 -3.29097
O 2.04064 -1.91200 -0.59428
H -0.25065 -1.92472 5.50663
C -3.40215 -2.27355 3.03819
H 1.44219 -1.78361 6.97597
N -1.90157 -0.72878 0.06891
H -5.23283 -2.32531 1.14856
H 3.74290 -1.32243 8.15289
C -1.14363 -1.61376 3.57565
C 1.14263 -0.96327 4.17142
H 2.18195 -3.97377 -0.34799
H -6.67944 -0.97870 -4.52704
C 2.24602 -0.88107 5.15475
C -5.26157 -1.45660 -1.49643
C -2.94661 -0.83127 -0.78995
C 4.42251 -0.45110 6.28755
C 2.27618 -1.30853 6.47552
C -2.36065 -2.19021 3.95036
C -6.48699 -1.24866 -3.49581
C 1.23411 -0.49567 2.86810
H -2.72561 -0.42267 -1.77153
C -4.18017 -1.39002 -0.48797
C 0.71139 -1.91643 -0.63715
H 2.13663 -0.03161 2.48029
S -6.79768 -2.14861 -1.12304
H -8.42350 -2.15032 -2.93752
C -5.25554 -1.01828 -2.81413
H -4.34178 -2.72599 3.34958
C 3.52211 -1.06271 7.12485
C -0.08959 -1.53203 4.50602
Mg 0.00000 0.00000 0.00000
C 2.53030 -3.17573 -1.01382
H 2.23482 -3.38909 -2.04755
H 1.65753 0.62959 -0.04304
C -2.01908 -1.19465 1.33827
C -4.30200 -1.86984 0.81888
H 3.62336 -3.15004 -0.97092
H -2.50838 -2.57938 4.95563
C -3.24006 -1.78165 1.73997
H 5.43679 -0.14963 6.51088
S 3.76669 -0.17953 4.73814
```

The calculation puts the HOMO energy (alpha / beta) at -0.1732 / -0.2469 Ha. Its total energy is -2104.2026 Eh. The lowest unoccupied orbital energy (alpha / beta) is -0.14 / -0.10 eV. Its HOMO-LUMO gap (alpha / beta) is 4.58 / 6.62 eV.